# 1
{"formula": "C4H5BrO", "method": "wB97M-V/def2-TZVPD", "elements": ["C", "C", "C", "C", "O", "Br", "H", "H", "H", "H", "H"], "coordinates": [[0.22, 1.07, 0.26], [0.78, 1.52, -0.65], [-0.62, 0.55, 1.37], [0.94, -1.37, -1.29], [-0.06, -1.21, -2.05], [0.59, -2.24, 0.41], [-0.65, 1.43, 1.95], [-1.64, 0.19, 0.97], [-0.22, -0.32, 1.78], [1.57, 1.84, -0.96], [-0.92, -1.46, -1.78]], "lowdin_charge": [-0.21, 0.10, -0.13, -0.53, -0.04, 0.64, 0.06, 0.11, -0.04, -0.05, 0.08]}


# 2
{"formula": "C4H5BrOS", "method": "wB97M-V/def2-TZVPD", "elements": ["C", "C", "C", "C", "O", "S", "Br", "H", "H", "H", "H", "H"], "coordinates": [[0.03, 1.35, 0.07], [-1.57, 0.39, 0.18], [1.08, 0.37, 0.27], [0.76, -0.84, -0.62], [-1.24, -1.99, 0.86], [-1.11, -1.29, -0.37], [-3.37, 0.85, 0.13], [-0.04, 2.40, 0.30], [1.99, 0.90, -0.12], [1.12, 0.00, 1.40], [0.91, -0.51, -1.63], [1.43, -1.64, -0.46]], "lowdin_charge": [0.00, -0.80, -0.34, -0.29, -0.54, 0.79, 0.68, 0.06, 0.13, 0.16, 0.07, 0.07]}


# 3
{"formula": "C4H5BrSi", "method": "wB97M-V/def2-TZVPD", "elements": ["C", "C", "C", "C", "Si", "Br", "H", "H", "H", "H", "H"], "coordinates": [[-1.42, 0.21, -0.77], [-1.05, 0.55, 0.56], [-0.93, -0.47, -1.79], [0.20, 0.36, 1.05], [1.68, -0.54, 0.41], [3.50, 0.60, -0.32], [-2.38, 0.62, -0.93], [-1.83, 0.78, 1.19], [-0.03, -0.95, -1.93], [0.36, 0.84, 2.06], [1.89, -2.01, 0.48]], "lowdin_charge": [-0.26, -0.19, 0.16, -0.32, 0.34, 0.19, 0.07, 0.08, -0.05, 0.06, -0.09]}


# 4
{"formula": "C4H5CeO5", "method": "wB97M-V/def2-TZVPD", "charge": 3, "spin_multiplicity": 3, "elements": ["O", "C", "O", "O", "Ce", "C", "C", "H", "H", "H", "H", "O", "C", "O", "H"], "coordinates": [[-0.03, -0.06, -1.15], [-0.56, -1.23, -0.72], [0.00, -2.27, -1.03], [-1.35, -1.14, 0.28], [1.95, -2.48, -2.47], [-1.45, 0.09, 1.08], [-0.12, 0.63, 1.46], [-2.04, 0.80, 0.49], [-2.02, -0.24, 1.96], [0.47, 0.02, 2.15], [-0.05, 1.71, 1.63], [2.17, -0.27, -0.78], [1.19, 0.50, -0.65], [1.33, 1.72, -1.09], [0.50, 2.21, -1.15]], "lowdin_charge": [0.10, -0.49, -0.01, 0.17, 2.50, -0.06, 0.19, 0.16, 0.18, 0.12, 0.13, 0.02, -0.49, 0.27, 0.19]}


# 5
{"formula": "C4H5Cl", "method": "wB97M-V/def2-TZVPD", "elements": ["C", "C", "C", "C", "Cl", "H", "H", "H", "H", "H"], "coordinates": [[-1.00, 0.21, -0.41], [1.44, -0.22, 0.25], [-0.01, -0.59, -0.07], [2.87, -0.92, -0.05], [3.97, 0.24, -0.10], [-0.95, 1.33, -0.27], [-2.03, -0.17, -0.63], [1.61, 0.98, 0.16], [1.54, -0.37, 1.39], [-0.42, -1.60, 0.04]], "lowdin_charge": [-0.04, -0.33, -0.23, -0.55, 0.70, 0.07, 0.07, 0.10, 0.12, 0.10]}


# 6
{"formula": "C4H5Cl2FOS", "method": "wB97M-V/def2-TZVPD", "elements": ["C", "C", "C", "C", "O", "F", "S", "Cl", "Cl", "H", "H", "H", "H", "H"], "coordinates": [[1.59, -0.58, -1.92], [0.98, 2.18, 0.45], [-1.77, -0.58, 0.39], [-0.43, -1.25, 0.21], [-0.11, 2.17, 0.86], [2.37, -0.50, -0.80], [0.07, -1.17, -1.57], [1.34, 2.38, -1.33], [2.36, 1.73, 1.33], [-2.41, -1.19, 1.03], [-1.58, 0.45, 0.72], [-2.17, -0.71, -0.68], [-0.39, -2.32, 0.57], [0.16, -0.60, 0.73]], "lowdin_charge": [-0.48, -1.24, -0.16, -0.49, 0.00, -0.19, 0.91, 0.62, 0.73, 0.07, 0.06, 0.07, 0.10, 0.01]}


Going through the records in order, we get E_tot values of -2804.45370; -3202.64537; -3018.74306; -1005.41608; -615.41992; -1648.97112 Ha.